#one
The following is a quantum chemistry calculation of 13 unconnected molecules or ions with the total composition C52H143N13O13, from the OMol25 dataset.

Cartesian coordinates (Å):
C (3.01, 50.52, 5.85)
C (3.35, 49.03, 5.61)
C (2.31, 48.32, 4.67)
O (2.69, 46.99, 4.36)
C (3.45, 46.85, 3.11)
N (4.68, 48.92, 5.10)
H (2.95, 50.90, 4.83)
H (3.64, 51.15, 6.48)
H (2.08, 50.56, 6.41)
H (3.26, 48.42, 6.51)
H (2.12, 48.98, 3.82)
H (1.40, 48.20, 5.25)
H (4.44, 46.45, 3.34)
H (3.42, 47.78, 2.56)
H (2.81, 46.24, 2.48)
H (4.86, 48.05, 4.62)
H (5.31, 48.82, 5.89)
C (4.06, 40.97, 4.49)
C (5.24, 41.82, 3.89)
C (5.05, 42.13, 2.43)
O (4.70, 40.91, 1.81)
C (4.73, 40.93, 0.37)
N (5.36, 42.96, 4.84)
H (4.24, 40.66, 5.52)
H (3.77, 40.10, 3.89)
H (3.14, 41.53, 4.30)
H (6.11, 41.16, 3.97)
H (5.97, 42.50, 1.98)
H (4.22, 42.83, 2.33)
H (4.30, 41.84, -0.04)
H (4.24, 40.03, -0.01)
H (5.78, 40.89, 0.06)
H (4.64, 43.63, 4.60)
H (5.07, 42.74, 5.78)
C (16.00, 33.11, 3.46)
C (14.77, 33.24, 4.36)
C (13.45, 33.69, 3.57)
O (13.59, 35.03, 3.29)
C (12.82, 35.44, 2.13)
N (14.46, 31.96, 4.93)
H (15.70, 32.34, 2.75)
H (16.94, 32.82, 3.93)
H (16.15, 33.95, 2.78)
H (15.14, 33.86, 5.18)
H (12.60, 33.60, 4.24)
H (13.46, 33.12, 2.64)
H (11.91, 34.85, 2.00)
H (13.35, 35.24, 1.19)
H (12.51, 36.47, 2.26)
H (15.23, 31.31, 4.93)
H (14.39, 32.05, 5.94)
C (14.35, 42.51, 7.24)
C (14.22, 43.15, 5.81)
C (12.69, 43.52, 5.39)
O (12.71, 43.91, 4.06)
C (11.46, 44.33, 3.55)
N (15.02, 44.40, 5.81)
H (15.35, 42.09, 7.37)
H (13.71, 41.63, 7.32)
H (14.23, 43.26, 8.02)
H (14.77, 42.41, 5.22)
H (12.30, 44.23, 6.11)
H (12.14, 42.58, 5.34)
H (11.37, 45.41, 3.60)
H (10.58, 43.77, 3.86)
H (11.51, 44.07, 2.49)
H (15.11, 44.61, 4.82)
H (16.00, 44.20, 5.96)
C (6.58, 37.58, 0.70)
C (5.79, 36.99, 1.93)
C (5.70, 35.43, 1.82)
O (6.88, 34.60, 2.04)
C (6.73, 33.14, 2.01)
N (6.47, 37.26, 3.20)
H (7.58, 37.15, 0.62)
H (6.71, 38.65, 0.87)
H (6.15, 37.43, -0.29)
H (4.76, 37.32, 2.04)
H (5.27, 35.14, 0.86)
H (4.99, 35.08, 2.58)
H (7.62, 32.67, 1.59)
H (5.91, 32.85, 1.34)
H (6.55, 32.66, 2.97)
H (6.92, 38.17, 3.30)
H (7.16, 36.53, 3.27)
C (7.93, 43.91, 6.97)
C (8.65, 43.38, 5.77)
C (8.64, 41.80, 5.74)
O (9.61, 41.31, 4.82)
C (9.27, 39.96, 4.47)
N (8.05, 44.04, 4.67)
H (6.90, 43.58, 7.14)
H (7.98, 45.00, 7.02)
H (8.54, 43.68, 7.84)
H (9.70, 43.67, 5.83)
H (7.70, 41.37, 5.39)
H (8.70, 41.28, 6.69)
H (8.48, 40.12, 3.73)
H (9.02, 39.26, 5.26)
H (10.11, 39.44, 4.01)
H (8.48, 43.71, 3.81)
H (7.14, 43.59, 4.60)
C (7.44, 47.56, 6.41)
C (7.55, 48.16, 7.88)
C (8.99, 48.83, 8.20)
O (8.80, 50.02, 8.94)
C (9.89, 50.61, 9.71)
N (6.46, 49.03, 7.94)
H (6.48, 47.09, 6.21)
H (8.10, 46.74, 6.14)
H (7.54, 48.30, 5.62)
H (7.40, 47.45, 8.69)
H (9.58, 49.03, 7.30)
H (9.59, 48.12, 8.76)
H (9.50, 51.54, 10.12)
H (10.75, 50.82, 9.08)
H (10.08, 49.90, 10.51)
H (6.77, 49.66, 8.67)
H (6.42, 49.67, 7.16)
C (12.74, 47.62, 9.11)
C (13.00, 46.63, 10.28)
C (13.27, 47.41, 11.57)
O (14.49, 48.12, 11.62)
C (14.53, 49.09, 12.58)
N (11.85, 45.72, 10.53)
H (11.81, 48.16, 9.30)
H (12.37, 47.06, 8.26)
H (13.58, 48.30, 8.98)
H (13.90, 46.03, 10.14)
H (13.23, 46.80, 12.47)
H (12.42, 48.04, 11.84)
H (15.46, 49.66, 12.59)
H (14.62, 48.81, 13.63)
H (13.75, 49.85, 12.66)
H (11.95, 45.08, 11.31)
H (11.53, 45.14, 9.78)
C (12.64, 38.02, 5.55)
C (12.37, 36.90, 6.54)
C (11.16, 36.04, 6.07)
O (10.01, 36.91, 6.02)
C (8.89, 36.32, 5.52)
N (13.54, 36.11, 6.69)
H (11.77, 38.67, 5.56)
H (12.68, 37.62, 4.53)
H (13.47, 38.63, 5.90)
H (12.23, 37.50, 7.44)
H (10.92, 35.36, 6.88)
H (11.39, 35.55, 5.12)
H (8.14, 37.10, 5.67)
H (8.48, 35.46, 6.05)
H (8.83, 36.10, 4.45)
H (13.72, 35.84, 5.74)
H (13.34, 35.26, 7.21)
C (4.14, 46.38, 8.65)
C (3.76, 45.11, 7.73)
C (3.46, 43.80, 8.52)
O (3.33, 42.65, 7.58)
C (3.55, 41.44, 8.25)
N (2.51, 45.49, 7.04)
H (3.38, 46.56, 9.40)
H (4.31, 47.28, 8.06)
H (5.08, 46.23, 9.18)
H (4.62, 45.01, 7.07)
H (2.56, 43.96, 9.12)
H (4.34, 43.60, 9.14)
H (2.96, 40.65, 7.79)
H (3.33, 41.46, 9.32)
H (4.58, 41.12, 8.11)
H (2.10, 44.65, 6.65)
H (2.75, 46.15, 6.31)
C (7.42, 43.01, 10.66)
C (7.35, 44.51, 10.58)
C (6.36, 45.05, 11.67)
O (5.13, 44.50, 11.50)
C (4.21, 44.95, 12.52)
N (8.75, 44.95, 10.87)
H (7.50, 42.67, 11.70)
H (8.18, 42.54, 10.04)
H (6.45, 42.61, 10.36)
H (6.92, 44.80, 9.63)
H (6.35, 46.13, 11.85)
H (6.66, 44.74, 12.67)
H (4.67, 44.77, 13.49)
H (3.27, 44.42, 12.42)
H (3.88, 45.99, 12.58)
H (9.33, 44.81, 10.06)
H (8.89, 45.90, 11.19)
C (11.51, 41.00, 1.85)
C (12.20, 39.65, 1.56)
C (12.03, 39.27, 0.07)
O (12.63, 37.95, -0.26)
C (12.09, 37.50, -1.53)
N (13.62, 39.73, 1.84)
H (10.45, 40.97, 1.60)
H (11.91, 41.88, 1.35)
H (11.54, 41.19, 2.92)
H (11.80, 38.84, 2.16)
H (12.35, 40.07, -0.60)
H (11.00, 39.02, -0.14)
H (11.01, 37.35, -1.58)
H (12.58, 36.55, -1.74)
H (12.45, 38.23, -2.25)
H (14.02, 38.80, 1.79)
H (13.89, 40.11, 2.74)
C (10.61, 46.50, 0.19)
C (10.88, 47.65, -0.79)
C (11.60, 47.36, -2.03)
O (12.13, 48.59, -2.61)
C (13.19, 48.42, -3.45)
N (9.51, 48.28, -1.01)
H (11.45, 45.96, 0.63)
H (10.05, 45.68, -0.26)
H (10.06, 46.87, 1.05)
H (11.41, 48.31, -0.10)
H (11.00, 46.73, -2.69)
H (12.50, 46.80, -1.75)
H (13.82, 47.56, -3.23)
H (13.75, 49.35, -3.37)
H (12.88, 48.09, -4.44)
H (9.60, 49.08, -1.63)
H (8.94, 47.62, -1.52)

Orbital gap = 9.2 eV
E_HOMO = -0.3227 hartree
Lowest unoccupied orbital energy = 0.37 eV
Charge = 0

=====

#two
The following is a quantum chemistry calculation of 13 unconnected molecules or ions with the total composition C52H143N13O13, from the OMol25 dataset.

Cartesian coordinates (Å):
C (0.28, -2.20, -24.57)
C (-0.34, -2.76, -23.28)
C (0.09, -2.23, -21.96)
O (1.43, -2.39, -21.61)
C (1.96, -1.82, -20.44)
N (-1.78, -2.40, -23.37)
H (0.40, -1.12, -24.45)
H (-0.43, -2.41, -25.37)
H (1.30, -2.54, -24.73)
H (-0.32, -3.85, -23.19)
H (-0.46, -2.78, -21.19)
H (-0.24, -1.19, -21.96)
H (1.65, -2.23, -19.48)
H (1.73, -0.75, -20.47)
H (3.05, -1.91, -20.51)
H (-1.94, -1.47, -23.01)
H (-1.88, -2.40, -24.38)
C (-11.08, -11.57, -16.98)
C (-12.00, -10.93, -17.99)
C (-11.81, -11.66, -19.36)
O (-12.52, -11.15, -20.53)
C (-12.28, -9.77, -20.87)
N (-13.42, -11.15, -17.62)
H (-11.45, -11.33, -15.98)
H (-10.11, -11.11, -17.14)
H (-10.95, -12.64, -17.16)
H (-11.78, -9.87, -18.09)
H (-12.19, -12.67, -19.17)
H (-10.76, -11.72, -19.62)
H (-12.33, -9.04, -20.06)
H (-12.95, -9.47, -21.68)
H (-11.27, -9.62, -21.25)
H (-13.94, -11.05, -18.47)
H (-13.58, -12.12, -17.41)
C (-6.91, -0.27, -10.20)
C (-7.18, 1.06, -9.63)
C (-7.00, 1.08, -8.05)
O (-7.17, 2.41, -7.62)
C (-7.07, 2.73, -6.27)
N (-6.30, 1.93, -10.24)
H (-6.24, -0.79, -9.52)
H (-6.57, -0.33, -11.24)
H (-7.85, -0.82, -10.19)
H (-8.23, 1.28, -9.84)
H (-5.98, 0.79, -7.79)
H (-7.76, 0.44, -7.60)
H (-6.03, 2.76, -5.93)
H (-7.61, 2.12, -5.54)
H (-7.39, 3.77, -6.23)
H (-5.38, 1.91, -9.81)
H (-6.54, 2.89, -10.07)
C (-4.03, -3.34, -14.72)
C (-3.16, -4.42, -15.43)
C (-4.03, -5.47, -16.11)
O (-4.66, -6.31, -15.10)
C (-5.26, -7.48, -15.59)
N (-2.19, -3.62, -16.29)
H (-4.76, -3.82, -14.06)
H (-4.56, -2.63, -15.36)
H (-3.38, -2.85, -14.00)
H (-2.48, -4.98, -14.79)
H (-3.55, -6.28, -16.66)
H (-4.83, -5.01, -16.68)
H (-5.67, -7.90, -14.67)
H (-4.51, -8.15, -16.00)
H (-6.14, -7.48, -16.22)
H (-2.04, -4.21, -17.10)
H (-2.75, -2.90, -16.72)
C (-2.06, 1.71, -16.52)
C (-2.54, 2.48, -17.76)
C (-3.86, 2.08, -18.49)
O (-3.78, 0.67, -18.89)
C (-4.72, 0.37, -19.96)
N (-2.76, 3.79, -17.21)
H (-1.62, 0.77, -16.85)
H (-2.91, 1.57, -15.85)
H (-1.25, 2.27, -16.06)
H (-1.71, 2.52, -18.46)
H (-4.05, 2.73, -19.35)
H (-4.83, 2.20, -18.01)
H (-4.81, -0.65, -20.31)
H (-4.73, 1.04, -20.83)
H (-5.75, 0.53, -19.63)
H (-1.82, 4.08, -16.97)
H (-3.03, 4.58, -17.79)
C (0.48, -10.23, -17.29)
C (0.20, -10.98, -15.92)
C (-0.68, -12.15, -16.13)
O (-0.99, -12.79, -14.89)
C (-2.03, -13.73, -15.04)
N (1.53, -11.38, -15.52)
H (1.17, -9.41, -17.15)
H (-0.44, -9.88, -17.77)
H (0.96, -10.95, -17.96)
H (-0.34, -10.31, -15.25)
H (-0.31, -12.86, -16.87)
H (-1.55, -11.79, -16.68)
H (-1.74, -14.55, -15.69)
H (-2.94, -13.28, -15.43)
H (-2.30, -14.37, -14.19)
H (1.48, -12.30, -15.11)
H (2.15, -11.53, -16.30)
C (-7.96, 2.03, -15.14)
C (-7.85, 3.54, -14.94)
C (-8.97, 4.04, -13.90)
O (-8.81, 5.40, -13.80)
C (-9.63, 5.95, -12.73)
N (-6.55, 3.87, -14.34)
H (-8.42, 1.56, -14.27)
H (-7.04, 1.59, -15.53)
H (-8.73, 1.73, -15.85)
H (-7.94, 4.09, -15.87)
H (-8.97, 3.54, -12.93)
H (-10.00, 4.00, -14.26)
H (-10.61, 6.00, -13.21)
H (-9.31, 6.92, -12.35)
H (-9.57, 5.36, -11.82)
H (-6.65, 3.31, -13.51)
H (-6.03, 3.35, -15.03)
C (3.64, -4.56, -11.68)
C (3.08, -3.29, -12.27)
C (4.05, -2.07, -12.07)
O (4.03, -1.65, -10.70)
C (5.00, -0.70, -10.46)
N (3.01, -3.56, -13.70)
H (4.60, -4.91, -12.05)
H (2.88, -5.33, -11.50)
H (3.90, -4.28, -10.66)
H (2.12, -3.07, -11.79)
H (3.74, -1.25, -12.72)
H (5.07, -2.32, -12.36)
H (4.73, 0.21, -10.99)
H (6.03, -0.89, -10.72)
H (4.92, -0.72, -9.37)
H (2.18, -3.15, -14.09)
H (2.63, -4.50, -13.68)
C (-7.28, -10.97, -10.59)
C (-8.49, -11.86, -10.33)
C (-7.99, -13.14, -9.62)
O (-6.95, -13.72, -10.44)
C (-6.30, -14.82, -9.86)
N (-9.50, -11.20, -9.51)
H (-6.46, -11.22, -11.26)
H (-6.70, -10.81, -9.68)
H (-7.58, -9.95, -10.84)
H (-8.82, -11.99, -11.36)
H (-8.91, -13.72, -9.54)
H (-7.85, -12.88, -8.57)
H (-5.36, -15.04, -10.36)
H (-6.84, -15.76, -9.99)
H (-6.11, -14.67, -8.80)
H (-9.34, -11.36, -8.53)
H (-10.41, -11.56, -9.75)
C (0.50, 3.06, -11.38)
C (-0.77, 3.53, -10.65)
C (-0.93, 2.83, -9.28)
O (-1.78, 1.68, -9.32)
C (-1.38, 0.63, -10.10)
N (-0.86, 4.91, -10.54)
H (0.33, 3.49, -12.36)
H (0.79, 2.00, -11.41)
H (1.38, 3.45, -10.88)
H (-1.60, 3.13, -11.24)
H (-1.39, 3.49, -8.55)
H (0.05, 2.59, -8.87)
H (-0.30, 0.53, -10.03)
H (-1.75, 0.77, -11.11)
H (-1.82, -0.26, -9.65)
H (-0.45, 5.34, -9.72)
H (-0.35, 5.23, -11.35)
C (-0.15, -6.24, -6.71)
C (0.20, -5.26, -7.89)
C (-0.87, -5.34, -9.02)
O (-0.83, -6.67, -9.58)
C (-1.72, -6.68, -10.80)
N (0.26, -3.89, -7.40)
H (-1.10, -6.10, -6.19)
H (0.58, -6.17, -5.91)
H (-0.28, -7.24, -7.12)
H (1.21, -5.60, -8.14)
H (-0.55, -4.69, -9.84)
H (-1.88, -5.09, -8.68)
H (-2.22, -7.64, -10.94)
H (-1.13, -6.48, -11.69)
H (-2.60, -6.04, -10.77)
H (0.84, -3.82, -6.58)
H (-0.67, -3.62, -7.11)
C (-9.59, -5.59, -12.31)
C (-11.02, -5.67, -11.71)
C (-11.98, -6.50, -12.57)
O (-12.58, -5.69, -13.57)
C (-12.95, -6.37, -14.76)
N (-10.94, -6.23, -10.39)
H (-9.23, -6.55, -12.68)
H (-8.98, -5.21, -11.50)
H (-9.43, -4.78, -13.03)
H (-11.46, -4.69, -11.58)
H (-12.80, -6.98, -12.03)
H (-11.43, -7.37, -12.94)
H (-13.66, -5.86, -15.42)
H (-13.29, -7.40, -14.66)
H (-12.08, -6.55, -15.40)
H (-10.24, -5.77, -9.82)
H (-10.72, -7.21, -10.29)
C (-4.70, -7.58, -21.24)
C (-5.44, -6.18, -20.99)
C (-6.67, -6.22, -20.14)
O (-6.96, -4.94, -19.52)
C (-8.11, -4.83, -18.74)
N (-4.51, -5.14, -20.61)
H (-5.35, -8.14, -21.90)
H (-4.50, -8.09, -20.29)
H (-3.76, -7.39, -21.76)
H (-5.88, -5.91, -21.95)
H (-6.52, -6.98, -19.38)
H (-7.55, -6.49, -20.74)
H (-8.20, -5.62, -18.00)
H (-8.93, -4.77, -19.45)
H (-7.97, -3.95, -18.11)
H (-4.09, -4.65, -21.39)
H (-5.25, -4.53, -20.29)

Orbital gap = 9.0 eV
E_HOMO = -0.3284 hartree
Lowest unoccupied orbital energy = 0.07 eV
Charge = 0

=====

In order of decreasing stability: #one, #two.

=====

#one
The following is a quantum chemistry calculation of C2N2OS in the gas phase, from the OMol25 dataset.

Cartesian coordinates (Å):
C (-0.96, -0.33, 0.01)
C (1.53, 0.15, 0.06)
N (0.32, 0.17, -0.07)
N (-1.34, -1.50, 0.11)
O (2.66, 0.47, 0.00)
S (-2.21, 1.03, -0.10)

Orbital gap (spin up / spin down) = 6.6 / 6.6 eV
E_HOMO (spin up / spin down) = -0.3701 / -0.3696 hartree
Lowest unoccupied orbital energy (spin up / spin down) = -3.47 / -3.47 eV
Charge = 0

=====

#two
The following is a quantum chemistry calculation of C2N2OS in the gas phase, from the OMol25 dataset.

Cartesian coordinates (Å):
O (-0.72, 1.68, -1.92)
C (-0.49, 1.42, -0.83)
N (-0.12, 1.08, 0.28)
C (0.21, -0.17, 0.39)
N (0.38, -1.26, 0.85)
S (0.74, -2.74, 1.24)

Orbital gap = 8.0 eV
E_HOMO = -0.3021 hartree
SMILES = O=C=NC#[N+][S-]
Lowest unoccupied orbital energy = -0.24 eV
Charge = 0

=====

In order of decreasing stability: #two, #one.

=====

#one
The following is a quantum chemistry calculation of 2 unconnected molecules or ions with the total composition C2H4ClP, from the OMol25 dataset.

Cartesian coordinates (Å):
C (0.81, 0.38, 0.07)
C (-0.08, -0.63, -0.47)
P (-0.68, 0.99, -1.02)
Cl (-1.45, -1.60, 1.34)
H (0.78, 0.71, 1.04)
H (1.87, 0.49, -0.13)
H (0.11, -1.50, -0.93)
H (-1.36, 1.17, 0.10)

Orbital gap = 8.6 eV
E_HOMO = -0.3664 hartree
Lowest unoccupied orbital energy = -1.41 eV
Charge = 0

=====

#two
The following is a quantum chemistry calculation of C2H4ClP in the gas phase, from the OMol25 dataset.

Cartesian coordinates (Å):
C (1.34, 0.54, 0.20)
P (-0.17, 0.59, -0.63)
C (-1.02, -0.82, -0.16)
Cl (-2.24, -1.63, -0.96)
H (1.96, -0.29, 0.38)
H (1.39, 1.42, 0.77)
H (-0.82, 1.66, -0.04)
H (-0.43, -1.47, 0.44)

Orbital gap (spin up / spin down) = 7.5 / 7.4 eV
E_HOMO (spin up / spin down) = -0.2940 / -0.2960 hartree
SMILES = C=[PH]=CCl
Lowest unoccupied orbital energy (spin up / spin down) = -0.54 / -0.62 eV
Charge = 0

=====

In order of decreasing stability: #one, #two.

=====

#one
The following is a quantum chemistry calculation of C4H7NOS in the gas phase, from the OMol25 dataset.

Cartesian coordinates (Å):
C (0.43, -1.71, 0.12)
C (-0.83, -1.64, -0.21)
C (1.06, -0.30, -0.06)
C (0.10, 0.81, 0.24)
N (0.43, 2.08, -0.26)
O (-2.62, 0.07, 0.56)
S (-1.57, 0.12, -0.48)
H (0.95, -2.53, 0.72)
H (-1.60, -2.38, -0.16)
H (1.89, -0.25, 0.60)
H (1.42, -0.04, -0.99)
H (-0.13, 0.91, 1.32)
H (0.72, 2.05, -1.23)
H (-0.24, 2.81, -0.17)

Orbital gap = 9.4 eV
E_HOMO = -0.3175 hartree
Lowest unoccupied orbital energy = 0.73 eV
Charge = 0

=====

#two
The following is a quantum chemistry calculation of C4H7NOS in the gas phase, from the OMol25 dataset.

Cartesian coordinates (Å):
O (-1.86, -1.18, 0.07)
C (-1.37, 0.03, 0.60)
C (-0.26, 0.18, -0.29)
C (1.04, 1.08, -0.03)
C (1.82, -0.25, -0.10)
S (3.46, -0.61, 0.17)
N (0.73, -0.97, -0.16)
H (-2.19, -1.16, -1.02)
H (-1.47, 0.08, 1.79)
H (-2.11, 0.88, 0.07)
H (-0.59, 0.37, -1.40)
H (1.20, 1.95, -0.67)
H (1.13, 1.65, 0.84)
H (0.47, -2.05, 0.12)

Orbital gap = 8.2 eV
E_HOMO = -0.2959 hartree
SMILES = OC[C@H]1CC(=S)N1
Lowest unoccupied orbital energy = 0.12 eV
Charge = 0

=====

In order of decreasing stability: #one, #two.